Computed, not measured: a structure of composition C32H45Cl2MoN2P at a distorted geometry, with ωB97M-V/def2-TZVPD.

XYZ file:
```
83
Properties=species:S:1:pos:R:3
P -0.28 0.93 -1.77
C -1.95 0.31 -2.24
C -2.61 0.92 -3.48
C -4.06 0.39 -3.60
C -4.16 -1.14 -3.55
C -3.42 -1.75 -2.36
C -1.98 -1.24 -2.26
C 1.17 0.24 -2.67
C 1.21 0.38 -4.19
C 2.55 -0.17 -4.72
C 2.86 -1.60 -4.25
C 2.71 -1.79 -2.73
C 1.38 -1.23 -2.21
C -0.21 2.75 -1.58
C -1.37 3.25 -0.69
C -1.28 4.75 -0.37
C 0.10 5.21 0.13
C 1.26 4.69 -0.73
C 1.18 3.19 -1.06
H -2.55 0.62 -1.36
H -2.03 0.69 -4.38
H -2.64 2.02 -3.38
H -4.52 0.78 -4.51
H -4.64 0.79 -2.75
H -5.21 -1.44 -3.53
H -3.74 -1.56 -4.48
H -3.95 -1.49 -1.43
H -3.42 -2.84 -2.43
H -1.50 -1.65 -1.35
H -1.41 -1.61 -3.13
H 2.02 0.82 -2.27
H 3.35 0.48 -4.35
H 1.13 1.44 -4.47
H 0.35 -0.13 -4.66
H 2.57 -0.13 -5.82
H 3.89 -1.86 -4.54
H 2.21 -2.31 -4.77
H 2.77 -2.85 -2.48
H 3.53 -1.28 -2.21
H 1.35 -1.29 -1.11
H 0.56 -1.86 -2.59
H -0.35 3.08 -2.63
H -2.33 3.06 -1.20
H -1.40 2.66 0.24
H -1.52 5.31 -1.28
H -2.04 5.00 0.37
H 0.24 4.88 1.16
H 0.13 6.30 0.14
H 2.21 4.89 -0.22
H 1.27 5.25 -1.67
H 1.95 2.95 -1.80
H 1.43 2.60 -0.16
Mo -0.10 -0.74 2.94
Cl 1.77 0.12 1.96
Cl -2.03 0.33 2.38
C -0.51 -2.48 2.21
H -1.58 -2.70 2.04
C 0.31 -3.62 1.80
C 1.73 -3.55 1.76
C 2.49 -4.69 1.52
C 1.87 -5.93 1.25
C 0.47 -5.99 1.21
C -0.30 -4.86 1.46
H 2.21 -2.59 1.94
H 3.58 -4.63 1.52
H -0.02 -6.94 0.97
H -1.39 -4.91 1.42
H 2.47 -6.82 1.07
N 1.26 -1.13 6.71
C 0.91 -1.63 5.51
N 0.09 -0.74 4.89
C -0.12 0.36 5.78
C -0.53 1.64 5.40
C -0.12 2.70 6.22
C 0.70 2.47 7.35
C 1.11 1.17 7.70
C 0.67 0.13 6.90
H 1.86 -1.59 7.38
H 1.16 -2.61 5.13
H -1.12 1.77 4.49
H -0.42 3.73 5.98
H 1.03 3.32 7.94
H 1.76 0.96 8.55
```

Values from the calculation:
- HOMO energy (alpha / beta): -6.24 / -6.25 eV
- Spin multiplicity: 3


Computed, not measured: the molecule C32H45ClF2N4O6S at a distorted geometry, with ωB97M-V/def2-TZVPD.

XYZ file:
```
91
Properties=species:S:1:pos:R:3
C 3.44 0.96 6.87
C 2.55 1.03 5.90
C 1.53 0.95 4.62
C 2.30 1.11 3.21
C 1.38 1.83 2.05
N 0.97 0.90 0.96
C 2.11 0.91 -0.01
O 2.48 -0.44 -0.51
C 3.85 -0.23 -0.98
C 4.18 0.68 -2.26
C 5.67 0.91 -2.80
C 5.97 1.85 -4.08
C 6.90 0.24 -2.07
C 6.58 -0.65 -0.80
C 5.10 -0.90 -0.24
C 4.99 -1.80 1.09
C 5.13 -0.80 2.36
C 3.71 -2.79 1.14
C -0.35 1.30 0.32
C -0.46 2.89 0.09
C -1.65 3.41 -0.85
O -2.84 3.03 -0.89
Cl -1.21 4.79 -2.04
C -0.51 0.42 -1.08
N -0.07 1.12 -2.32
C 0.75 0.42 -3.05
S 1.58 -0.46 -4.20
O -1.96 0.20 -1.21
C -2.26 -1.19 -1.54
N -1.87 -1.61 -2.92
C -0.81 -2.67 -2.93
C -1.60 -4.10 -2.71
O -3.72 -1.30 -1.49
C -4.18 -1.45 -0.12
C -5.73 -0.98 0.08
C -6.79 -1.98 -0.66
C -5.99 0.57 -0.31
C -6.70 1.42 0.91
C -7.02 0.75 -1.58
N -1.40 0.70 1.20
C -0.99 -0.49 1.93
O -0.60 -1.60 1.45
F -1.06 -0.43 3.39
C -2.30 1.61 1.89
O -3.55 1.51 1.62
F -1.98 2.60 2.89
H 4.06 0.57 7.77
H 0.70 1.72 4.82
H 1.13 -0.15 4.65
H 3.28 1.71 3.41
H 2.57 0.08 2.78
H 0.49 2.29 2.64
H 1.99 2.77 1.68
H 2.01 1.69 -0.87
H 3.06 1.26 0.57
H 3.36 1.24 -2.86
H 5.59 2.91 -3.80
H 7.12 1.91 -4.22
H 5.46 1.49 -5.05
H 7.95 0.45 -2.49
H 7.49 -1.14 -0.26
H 5.94 -2.48 1.10
H 5.10 0.29 1.95
H 4.35 -0.99 3.19
H 6.21 -0.92 2.79
H 3.32 -3.03 0.08
H 2.82 -2.29 1.70
H 4.02 -3.78 1.66
H -0.51 3.53 1.06
H 0.54 3.22 -0.43
H -0.05 -0.64 -0.94
H -1.85 -1.97 -0.80
H -1.66 -0.81 -3.54
H -0.14 -2.55 -1.99
H -0.20 -2.72 -3.90
H -1.31 -4.90 -3.48
H -2.74 -3.91 -2.87
H -1.52 -4.47 -1.60
H -4.16 -2.60 0.11
H -3.49 -0.88 0.60
H -5.95 -1.09 1.22
H -6.71 -1.98 -1.81
H -7.85 -1.59 -0.33
H -6.71 -3.06 -0.26
H -5.00 1.09 -0.61
H -6.14 2.44 1.01
H -7.81 1.64 0.69
H -6.52 0.87 1.91
H -8.10 0.56 -1.19
H -6.96 1.87 -1.88
H -6.74 0.10 -2.48
```

Values from the calculation:
- HOMO energy: -8.66 eV